10
Properties=species:S:1:pos:R:3:forces:R:3 method="wB97M-V/def2-TZVPD" multiplicity=1 lumo_ev="2.40 / 2.54" largest_force_ev_per_a=3.25 charge=-1 gap_ev="6.11 / 6.17" de_lowest_ev=3.421 homo_ev="-3.71 / -3.64"
C -2.865 -0.744 -0.199 1.6 2.6 1.1
C -0.568 -0.182 0.086 -1.2 -1.5 -0.2
C 0.567 0.284 -0.042 0.8 1.6 -0.2
N -1.603 -0.966 0.044 0.8 0.5 -0.2
N 1.602 1.012 0.131 0.3 -1.5 2.2
S 3.755 0.166 -0.162 0.4 -0.5 0.4
S -3.707 0.700 -0.031 -0.1 0.0 -0.2
H -3.344 -1.606 -0.433 -1.8 -2.6 -0.7
H 1.990 1.710 -0.431 -0.2 1.0 -1.4
H 4.172 -0.374 1.036 -0.6 0.5 -0.6